Here is a molecular structure, C8H22CaClN2O4 at a distorted geometry from OMol25. Energies are from ωB97M-V/def2-TZVPD.

Properties
- largest force on an atom (eV Å⁻¹) = 4.122
- E_tot (eV) = -50760.836
- spin multiplicity = 1
- ΔE to the lowest compared entry with this formula, charge and spin (kcal per mole) = 72.3
- HOMO (eV) = -8.5
- net charge = +1

Structure (XYZ):
```
38
C8H22CaClN2O4 (ωB97M-V/def2-TZVPD)
C 1.8063 1.5579 0.1745
N 0.3915 1.1355 0.5962
C -0.4835 2.2490 1.2085
C -1.6001 2.4137 -0.0144
C -1.8999 0.7792 -0.2063
C -0.3141 0.3512 -0.5217
H 2.5049 0.6169 0.0265
H 2.2397 2.1832 1.0759
H 1.8072 2.2815 -0.7559
H 0.3978 0.4217 1.3640
H 0.1271 3.1895 1.5421
H -1.1848 1.9204 2.1038
H -0.9362 2.7702 -0.9225
H -2.5138 3.1262 0.1499
H -2.0337 0.2660 0.8632
H -2.7130 0.4962 -1.0022
H -0.0061 -0.7662 -0.3641
H 0.1297 0.6247 -1.5706
C -6.2992 0.4268 1.6460
N -5.4214 0.7061 0.4778
O -5.4767 1.8394 -0.0137
O -4.7013 -0.2202 0.0872
H -6.8737 1.3258 1.8792
H -6.9637 -0.3946 1.3701
H -5.6553 0.1525 2.4841
C 4.8770 -1.9858 -1.7872
C 3.9767 -2.9686 -1.0678
O 3.3632 -2.3382 0.0469
H 5.6495 -1.6052 -1.1108
H 5.3614 -2.4576 -2.6468
H 4.3048 -1.1200 -2.1362
H 4.5562 -3.8213 -0.7016
H 3.1938 -3.3438 -1.7338
H 2.8444 -1.5875 -0.2897
Cl 2.7363 -0.3998 -2.4344
Ca -8.0637 -0.8027 0.1113
O 6.8916 -3.6226 1.0027
H 5.9811 -3.3995 1.0700
```

Here is 9 unconnected molecules or ions with the total composition C28H78N4O10 at a distorted geometry from OMol25. Energies are from ωB97M-V/def2-TZVPD.

Properties
- largest force on an atom (eV Å⁻¹) = 11.713
- E_tot (eV) = -56723.637
- spin multiplicity = 1
- structure (SMILES) = COC[C@H](C)N.COC[C@H](C)N.COC[C@H](C)N.COCCNCCOC.CCO.CCO.CCO.CCO.CCO
- ΔE to the lowest compared entry with this formula, charge and spin (kcal per mole) = 223.4
- HOMO (eV) = -8.1

Structure (XYZ):
```
120
C28H78N4O10 (ωB97M-V/def2-TZVPD)
C 0.6515 0.7672 5.3151
O 0.7439 1.5377 4.1494
C -0.4628 1.5642 3.4343
C -0.3763 2.4342 2.1811
C 0.1703 3.8228 2.5753
N -1.7249 2.5086 1.5983
H 1.6592 0.6278 5.6989
H 0.2524 -0.2310 5.0781
H -0.0026 1.0953 6.1309
H -0.6990 0.5378 3.0905
H -1.3630 1.7168 4.0486
H 0.3086 1.9391 1.4913
H 1.1733 3.7156 2.9785
H -0.5170 4.3049 3.2755
H 0.1127 4.4791 1.7023
H -1.6283 3.1140 0.7839
H -2.2758 3.0378 2.2694
C -3.1192 -4.5592 -0.4521
O -3.0876 -5.9609 -0.4139
C -4.2348 -6.6223 0.0698
C -3.8584 -8.1038 0.1357
C -5.0306 -8.9554 0.5445
N -2.6771 -8.3179 0.9936
H -3.6656 -4.0569 -1.2547
H -2.0763 -4.2463 -0.4132
H -3.5623 -4.1475 0.4666
H -4.5256 -6.2448 1.0580
H -5.0973 -6.5737 -0.6056
H -3.5679 -8.4311 -0.8691
H -4.8151 -10.0210 0.4091
H -5.8707 -8.9046 -0.1571
H -5.3516 -8.8063 1.5760
H -1.8376 -7.8786 0.6327
H -2.9125 -7.6613 1.7423
C 1.7096 -4.1242 -1.1241
O 1.8571 -4.6009 0.2015
C 0.6516 -5.1266 0.6950
C 0.9630 -6.3936 1.5035
C 1.6286 -7.4681 0.6683
N -0.3016 -6.9753 2.0068
H 2.6935 -3.8685 -1.5113
H 1.0169 -3.2951 -1.2907
H 1.3431 -4.9597 -1.7320
H 0.1242 -4.4153 1.3403
H -0.0868 -5.4251 -0.0585
H 1.6356 -6.1317 2.3290
H 2.5364 -7.0736 0.2036
H 0.9489 -7.8703 -0.0822
H 2.0043 -8.2850 1.2895
H -0.6903 -6.2955 2.6571
H -0.1164 -7.8296 2.5173
C 7.4787 7.4075 2.0248
O 6.5425 7.0042 1.0500
C 6.6732 7.7221 -0.1529
C 5.5533 7.3280 -1.1287
N 5.6806 5.8829 -1.3894
C 4.5302 5.4018 -2.1749
C 4.2013 3.9658 -1.7949
O 2.8994 3.6329 -2.2549
C 2.3372 2.5554 -1.5512
H 7.0760 7.0531 2.9728
H 7.4639 8.4994 2.1038
H 8.5123 7.0768 1.9242
H 7.6370 7.5435 -0.6403
H 6.6050 8.8027 0.0161
H 5.6884 7.9093 -2.0377
H 4.6622 7.6213 -0.5587
H 5.6344 5.5194 -0.4391
H 4.8032 5.3531 -3.2311
H 3.6815 6.0836 -2.1001
H 4.2725 3.7967 -0.7132
H 4.9003 3.2457 -2.2277
H 2.3674 2.7393 -0.4671
H 2.9961 1.6727 -1.6328
H 1.3710 2.3274 -1.9894
C -4.7958 1.4661 0.6794
C -6.2646 1.2122 0.4658
O -6.5316 0.7667 -0.8755
H -4.4798 2.2941 0.0411
H -4.1512 0.6039 0.5204
H -4.6014 1.8533 1.6810
H -6.7940 2.1671 0.5688
H -6.7498 0.5162 1.1547
H -7.4710 0.5951 -0.9644
C -4.5185 -0.5578 -3.6990
C -3.5418 -0.1012 -2.6374
O -2.2271 -0.2362 -3.1192
H -4.2908 -1.6032 -3.9198
H -4.3899 0.0466 -4.5938
H -5.5128 -0.5935 -3.2525
H -3.6770 -0.7435 -1.7437
H -3.7471 0.8828 -2.1910
H -1.5945 -0.0323 -2.4014
C -0.4363 4.9056 -2.3736
C -1.4501 3.7711 -2.2436
O -2.3626 4.0363 -1.1800
H -0.8828 5.9013 -2.4131
H 0.1624 4.8183 -3.2814
H 0.1989 4.8563 -1.4864
H -0.9159 2.8244 -2.2331
H -2.0691 3.7149 -3.1483
H -2.9602 4.7324 -1.4560
C 2.9937 -0.1146 -1.2081
C 2.5745 0.6438 0.0266
O 3.2841 1.8871 0.0152
H 3.9874 -0.5630 -1.1772
H 2.9426 0.5053 -2.1006
H 2.3257 -0.9831 -1.2529
H 2.7774 0.0386 0.9169
H 1.5152 0.9314 -0.0040
H 3.1116 2.3934 0.8147
C -0.2987 -1.6333 -0.3306
C 0.2418 -0.2651 -0.7796
O -0.8572 0.6571 -0.9111
H -0.7568 -2.1150 -1.1914
H -1.0183 -1.4982 0.4738
H 0.5799 -2.1591 0.0526
H 0.9168 -0.3203 -1.6317
H 0.8542 0.2200 -0.0084
H -1.3366 0.7909 -0.0867
```

Here is 2 unconnected molecules or ions with the total composition C7H16F3NO2PS at a distorted geometry from OMol25. Energies are from ωB97M-V/def2-TZVPD.

Properties
- largest force on an atom (eV Å⁻¹) = 6.311
- E_tot (eV) = -41368.885
- spin multiplicity = 1
- ΔE to the lowest compared entry with this formula, charge and spin (kcal per mole) = 45.3
- HOMO (eV) = -13.4
- net charge = +1

Structure (XYZ):
```
31
C7H16F3NO2PS (ωB97M-V/def2-TZVPD)
C 3.9016 0.4362 -1.6855
C 3.1665 0.6978 -3.1620
C 2.1511 -0.5808 -3.5258
S 0.4432 0.0286 -3.9918
P -1.0343 -0.3717 -2.4932
N -1.5064 0.9816 -1.7085
H 4.8187 -0.2878 -1.8585
H 4.2303 1.5058 -1.2934
H 3.0931 -0.0576 -0.9952
H 2.5603 1.7176 -3.0939
H 3.9790 0.8747 -4.0164
H 2.6191 -1.0514 -4.5169
H 2.1665 -1.4131 -2.6865
H 0.5506 1.4406 -4.0467
H -2.1875 -0.9468 -3.1373
H -0.5630 -1.3072 -1.4748
H -2.5459 1.1443 -1.8709
C -0.7799 1.5542 2.8849
C -1.3088 0.3972 2.0575
O -1.5193 -0.7588 2.8804
C -2.6819 -0.7798 3.6073
O -3.5144 0.1217 3.5900
C -2.7976 -2.0808 4.4004
F -1.6420 -2.4160 5.0411
F -3.1089 -3.1406 3.5987
F -3.7630 -2.0355 5.3614
H 0.1234 1.2571 3.4277
H -0.5449 2.4108 2.2473
H -1.5109 1.8723 3.6351
H -0.5673 0.1199 1.3016
H -2.2275 0.6675 1.5237
```

Here is a molecular structure, C19H56N7O11V at a distorted geometry from OMol25. Energies are from ωB97M-V/def2-TZVPD.

Properties
- largest force on an atom (eV Å⁻¹) = 7.184
- E_tot (eV) = -79228.149
- spin multiplicity = 3
- HOMO (alpha / beta) (eV) = -12.7 / -12.7
- expectation value of S² = 2.389
- net charge = +2

Structure (XYZ):
```
94
C19H56N7O11V (ωB97M-V/def2-TZVPD)
O -0.7857 4.8480 0.4232
V -2.2700 4.4803 0.4324
C -0.3335 0.3455 0.7118
C -1.6753 0.9979 0.4037
O -1.8842 2.3012 0.8781
H -0.0714 0.0466 1.7267
H 0.4863 1.0005 0.4167
H -0.1857 -0.4579 -0.0099
H -2.4258 0.3548 0.8635
H -1.7681 0.9869 -0.6823
C -5.2192 0.6474 3.2141
O -5.5269 0.1548 4.2709
N -5.3089 0.1971 2.0187
N -4.6605 1.8081 3.1620
H -4.9263 0.7822 1.2897
H -5.8021 -0.6735 1.8806
H -4.2107 2.0942 2.3041
H -4.2830 2.2812 3.9705
C -2.0517 3.3656 -2.8251
O -2.2041 3.8808 -1.7468
N -2.4017 2.1663 -3.0303
N -1.3329 3.9055 -3.8858
H -2.0887 1.8326 -3.9307
H -2.3349 1.6688 -2.1538
H -0.8263 4.7781 -3.8408
H -1.0458 3.2570 -4.6049
C -4.6598 -0.8629 -2.5241
O -3.8485 -0.2617 -3.1986
N -5.7931 -1.2015 -2.9893
N -4.5752 -1.2260 -1.2659
H -6.5562 -1.7355 -2.5989
H -5.9599 -1.0122 -3.9672
H -5.4562 -1.3377 -0.7848
H -3.7926 -0.9568 -0.6869
C -0.0871 -3.3057 1.3037
C 0.9860 -4.0920 0.6817
O 1.3746 -5.1843 1.4111
H 0.2143 -2.2869 1.0602
H -0.1966 -3.4037 2.3838
H -1.0316 -3.6311 0.8676
H 1.8043 -3.5220 0.2416
H 0.5500 -4.5082 -0.2265
H 2.1490 -5.5060 0.9438
C 1.4238 3.6501 4.8759
C 1.0970 2.7365 3.6928
O -0.0105 3.1437 3.0152
H 0.4580 3.8306 5.3480
H 1.8389 4.5653 4.4538
H 2.0151 3.0828 5.5947
H 0.9348 1.7239 4.0620
H 1.8686 2.6482 2.9280
H -0.1355 2.5234 2.2932
C -1.8082 -3.9335 -2.8015
C -0.8485 -2.7619 -2.6830
O 0.1458 -2.6816 -3.6260
H -2.0584 -4.0233 -3.8585
H -2.6302 -3.8499 -2.0905
H -1.2544 -4.7787 -2.3927
H -0.4285 -2.5586 -1.6980
H -1.4811 -1.8790 -2.7741
H 0.6498 -1.9083 -3.3621
C -1.4929 0.8445 4.7311
C -2.2277 -0.1803 5.5556
O -3.2524 0.6217 6.0735
H -0.8810 1.2855 5.5180
H -2.1702 1.5733 4.2859
H -0.8011 0.3036 4.0854
H -1.5868 -0.4589 6.3921
H -2.5743 -0.9497 4.8657
H -4.0157 0.3853 5.5415
C 1.6694 0.6035 -3.0235
O 1.8028 -0.7568 -3.0034
C 2.6027 -1.4066 -1.9207
C 4.1090 -1.0762 -2.2419
N 5.1323 -1.5459 -1.2387
C 6.5021 -1.6309 -1.8190
C 7.0268 -0.2270 -2.3372
O 7.1055 0.5387 -1.1127
C 7.7698 1.7892 -1.2414
H 2.2223 1.0125 -3.8691
H 2.0869 1.1151 -2.1562
H 0.6746 1.0183 -3.1861
H 2.2936 -2.4518 -1.9077
H 2.5349 -0.9870 -0.9170
H 4.4536 -0.0532 -2.3927
H 4.2558 -1.5393 -3.2177
H 4.8017 -2.4209 -0.8578
H 6.5030 -2.2918 -2.6858
H 7.3086 -1.9705 -1.1692
H 6.4128 0.2022 -3.1290
H 7.9604 -0.3529 -2.8855
H 7.5872 2.4086 -2.1196
H 8.8086 1.5232 -1.0463
H 7.6169 2.5288 -0.4554
```

Number 4 is which compound? C19H56N7O11V